# 1
ORCA calculation (wB97M-V/def2-TZVPD) on C18H54O13PRb4 as an isolated structure in a non-equilibrium geometry.

Results
- HOMO-LUMO gap: 7.286 eV
- Calculated total energy: -2134.1196 Ha
- HOMO level: -11.34 eV
- Total charge: +1

Cartesian coordinates (Å):
Rb (-3.2641, 0.9943, 3.0733)
Rb (-3.0533, 3.2486, 0.0188)
Rb (-4.0440, -0.2179, -0.4943)
Rb (0.6419, 2.4120, -2.0331)
P (-0.8731, 0.6574, 0.2973)
O (-1.6206, -0.4221, 1.0963)
O (0.5565, 0.3189, -0.1176)
O (-0.9725, 2.0048, 1.0574)
O (-1.5701, 0.9738, -1.0875)
C (4.3194, 1.2742, 1.8191)
C (3.9680, 0.7963, 0.4018)
O (2.9055, 1.5606, -0.1250)
H (5.0359, 0.6165, 2.3152)
H (3.4124, 1.3130, 2.4245)
H (4.7679, 2.2669, 1.7548)
H (3.6884, -0.2626, 0.4195)
H (4.8564, 0.8970, -0.2245)
H (2.0457, 1.1090, -0.0307)
C (-3.0227, 3.4314, -4.8436)
C (-2.7530, 2.2428, -3.9586)
O (-2.2650, 2.7013, -2.6943)
H (-4.0313, 3.8294, -4.7264)
H (-2.9633, 3.1429, -5.8960)
H (-2.2895, 4.2151, -4.6617)
H (-2.0179, 1.5431, -4.3648)
H (-3.6533, 1.6429, -3.7810)
H (-1.9390, 1.9749, -2.0883)
C (1.9571, 5.1505, 0.6799)
C (0.4774, 5.1116, 0.9918)
O (-0.2098, 4.2836, 0.0211)
H (2.5375, 5.6353, 1.4670)
H (2.1545, 5.6205, -0.2828)
H (2.3599, 4.1302, 0.6251)
H (0.0739, 6.1153, 0.8503)
H (0.3057, 4.7591, 2.0085)
H (-0.2279, 3.4018, 0.4608)
C (-2.1635, -1.6186, -5.4824)
C (-1.9911, -1.9431, -4.0024)
O (-2.5105, -0.9001, -3.1675)
H (-1.8500, -0.6156, -5.7564)
H (-3.2060, -1.7589, -5.7829)
H (-1.6325, -2.3977, -6.0372)
H (-0.9394, -2.1200, -3.7743)
H (-2.5415, -2.8690, -3.8150)
H (-1.8020, -0.5660, -2.5991)
C (2.1641, -2.9083, 2.9845)
C (1.7382, -1.6594, 2.2417)
O (1.5897, -1.9785, 0.8656)
H (1.4775, -3.7432, 2.8248)
H (2.1223, -2.7872, 4.0751)
H (3.1807, -3.2001, 2.7297)
H (2.5208, -0.9055, 2.4063)
H (0.7998, -1.2593, 2.6451)
H (1.0297, -1.2854, 0.4715)
C (-1.4930, -3.9195, 3.3528)
C (-2.6877, -3.0215, 3.3253)
O (-2.2705, -1.6471, 3.5748)
H (-1.7623, -4.9766, 3.3378)
H (-0.8628, -3.7114, 4.2151)
H (-0.8806, -3.7325, 2.4671)
H (-3.3506, -3.2324, 4.1648)
H (-3.2456, -3.0734, 2.3901)
H (-1.8548, -1.2882, 2.7696)
C (-0.5415, -4.4060, -0.2042)
C (-1.2699, -3.3140, -0.9514)
O (-2.2722, -2.6501, -0.1674)
H (-1.2476, -5.0390, 0.3274)
H (0.2067, -4.0151, 0.4893)
H (0.0602, -4.9606, -0.9319)
H (-1.8202, -3.7845, -1.7678)
H (-0.5801, -2.5733, -1.3708)
H (-1.8953, -1.9148, 0.3630)
C (0.6146, 2.8531, 5.3982)
C (0.4291, 2.3118, 3.9895)
O (-0.8566, 2.7354, 3.5112)
H (-0.0959, 2.3582, 6.0576)
H (0.4911, 3.9358, 5.3952)
H (1.6231, 2.6470, 5.7581)
H (0.4250, 1.2169, 4.0542)
H (1.2273, 2.6592, 3.3292)
H (-0.9222, 2.4082, 2.5743)
C (2.6352, -2.2671, -3.8086)
C (2.4426, -1.6762, -2.4254)
O (1.6503, -0.5006, -2.5265)
H (3.4828, -2.9560, -3.7777)
H (2.8911, -1.5218, -4.5613)
H (1.7415, -2.8096, -4.1179)
H (3.4247, -1.4553, -1.9936)
H (1.9510, -2.4165, -1.7879)
H (1.3332, -0.2193, -1.6516)


# 2
ORCA calculation (wB97M-V/def2-TZVPD) on a 9-piece molecular cluster, C18H54O18 overall in a non-equilibrium geometry.

Results
- Structure (SMILES): OCCO.OCCO.OCCO.OCCO.OCCO.OCCO.OCCO.OCCO.OCCO
- HOMO-LUMO gap: 9.888 eV
- Calculated total energy: -2072.3757 Ha
- HOMO level: -9.62 eV
- Total charge: 0

Cartesian coordinates (Å):
O (-5.0731, 1.5774, 0.3962)
C (-4.0104, 0.9436, 1.1391)
C (-3.1130, 1.8275, 1.9402)
O (-3.9293, 2.6607, 2.8169)
H (-5.7945, 1.6975, 1.0248)
H (-4.4554, 0.3136, 1.9389)
H (-3.5230, 0.3138, 0.3968)
H (-2.5579, 2.4719, 1.2706)
H (-2.4299, 1.1490, 2.4545)
H (-3.3912, 3.3369, 3.2040)
O (3.3292, 1.6240, -2.6748)
C (3.5794, 0.5250, -3.5821)
C (2.7722, -0.6870, -3.1424)
O (3.0210, -1.7697, -3.9817)
H (3.1224, 1.3246, -1.7573)
H (3.1765, 0.8439, -4.5200)
H (4.6570, 0.3065, -3.5734)
H (1.6900, -0.4330, -3.1760)
H (2.9491, -0.8874, -2.0828)
H (2.6919, -2.5968, -3.6543)
O (2.6232, -4.8686, 3.9031)
C (1.2195, -4.6477, 3.8459)
C (0.9020, -3.1289, 3.9445)
O (1.4153, -2.3172, 2.8711)
H (2.8736, -4.5805, 4.7878)
H (0.8725, -5.0617, 2.8769)
H (0.6312, -5.2268, 4.5904)
H (1.1036, -2.8124, 4.9727)
H (-0.2203, -3.0449, 3.9404)
H (2.3562, -2.6028, 2.8251)
O (5.9064, -0.9003, 0.5875)
C (5.0432, -0.0327, -0.1315)
C (3.9583, 0.5088, 0.7653)
O (3.0137, 1.2827, 0.0465)
H (6.6793, -0.4131, 0.9120)
H (5.5287, 0.8552, -0.5068)
H (4.6362, -0.5936, -0.9993)
H (4.3316, 1.1380, 1.5809)
H (3.4340, -0.3089, 1.2515)
H (2.1813, 1.3803, 0.4740)
O (-3.4336, -1.2843, -1.2433)
C (-3.7892, -0.9605, -2.5446)
C (-4.0323, -2.1406, -3.3809)
O (-5.1139, -2.8696, -2.7966)
H (-4.0950, -1.9568, -0.9855)
H (-4.7355, -0.3967, -2.4409)
H (-3.0106, -0.3211, -2.9827)
H (-3.1238, -2.7971, -3.3647)
H (-4.2478, -1.7994, -4.4331)
H (-5.3368, -3.7370, -3.1283)
O (-0.8911, -3.6012, -1.8561)
C (-1.5173, -4.4330, -0.9010)
C (-1.2355, -4.0340, 0.5717)
O (-2.1881, -3.0536, 1.0070)
H (-0.9391, -2.6726, -1.5771)
H (-2.6317, -4.4804, -1.0824)
H (-1.0876, -5.3714, -1.2131)
H (-0.1888, -3.6953, 0.5942)
H (-1.3243, -4.8965, 1.2187)
H (-2.0671, -2.3267, 0.3824)
O (1.5709, 5.6872, 2.6082)
C (0.9314, 5.3971, 1.4037)
C (-0.4228, 4.7669, 1.7095)
O (-0.3770, 3.7560, 2.6904)
H (2.1107, 6.5038, 2.5639)
H (0.7487, 6.2938, 0.7744)
H (1.5381, 4.6221, 0.8459)
H (-0.8731, 4.3884, 0.7725)
H (-1.1271, 5.5173, 2.0707)
H (0.1924, 3.9984, 3.4039)
O (-1.0673, 1.2531, -2.4120)
C (-1.0781, 2.6663, -2.0899)
C (0.2693, 3.3182, -1.9156)
O (0.9112, 3.2019, -3.1535)
H (-0.5951, 1.1218, -3.2438)
H (-1.6768, 3.1328, -2.8599)
H (-1.6515, 2.6343, -1.1379)
H (0.7876, 2.8210, -1.0883)
H (0.1595, 4.3874, -1.6597)
H (1.7743, 2.7409, -3.0472)
O (-0.7270, -0.8617, -0.5684)
C (0.4557, -0.8115, 0.2152)
C (0.2838, 0.1592, 1.3761)
O (0.1788, 1.5212, 0.9799)
H (-0.9685, -0.0476, -1.0845)
H (0.5375, -1.7751, 0.6943)
H (1.3282, -0.7066, -0.4545)
H (1.1214, 0.0267, 2.0696)
H (-0.6080, -0.1139, 1.9415)
H (0.0615, 2.0613, 1.7766)